Density functional theory data (ωB97M-V/def2-TZVPD) for a cluster of 3 separate species, C25H36F7N2O13S in total.

```
84
C25H36F7N2O13S (ωB97M-V/def2-TZVPD)
C 2.95322 -2.16201 0.89949
C 1.96221 -1.14753 1.43018
O 2.64632 -0.12990 2.16542
C 1.14619 -0.39816 0.37339
O 1.42324 -0.86414 -1.00602
C 1.33603 0.07320 -1.93212
C 0.13390 0.70741 -2.22107
C 0.09607 1.63267 -3.23176
C -1.15575 2.32316 -3.68220
O -1.14971 3.22534 -4.45211
O -2.39282 1.88122 -3.15067
S -3.01078 0.52179 -3.74507
O -4.11465 0.83412 -4.56903
O -1.95000 -0.31235 -4.19909
C -3.72958 -0.15948 -2.15170
F -5.01570 0.15064 -2.16937
F -3.16798 0.48124 -1.11118
C -3.60576 -1.71497 -1.99702
F -3.67482 -2.31395 -3.18211
F -4.65635 -2.09603 -1.25394
C -2.35114 -2.20385 -1.23399
F -2.34440 -3.52592 -1.24920
F -2.36151 -1.78530 0.02506
F -1.23677 -1.77111 -1.81927
C 1.26015 1.95761 -3.91500
C 2.42943 1.31914 -3.61489
C 3.67466 1.65572 -4.37400
C 4.61704 2.49121 -3.54614
N 4.32647 2.77558 -2.35164
N 2.44860 0.36181 -2.64907
C 3.67267 -0.41032 -2.38578
C 3.64307 -1.75028 -3.14727
C 4.41724 -2.85828 -2.43296
O 3.99929 -4.13929 -2.86327
H 3.21092 -2.85139 1.69988
H 3.87282 -1.65317 0.61804
H 2.56535 -2.74282 0.07123
H 1.27387 -1.61664 2.13166
H 3.51994 -0.44650 2.41074
H 0.08296 -0.52588 0.54035
H 1.38062 0.65894 0.42806
H -0.73625 0.44316 -1.65169
H 1.21796 2.69508 -4.69861
H 3.39696 2.24269 -5.24548
H 4.18643 0.76280 -4.73025
H 5.54036 2.82173 -4.01680
H 5.05021 3.35130 -1.92742
H 3.77265 -0.56226 -1.31977
H 4.51324 0.17703 -2.71738
H 2.61102 -2.05130 -3.30875
H 4.11192 -1.58755 -4.11536
H 5.46987 -2.79755 -2.68887
H 4.28648 -2.76375 -1.35725
H 3.14082 -4.33320 -2.47737
C -3.83382 -2.66632 2.64452
C -2.38220 -2.80418 3.05321
O -2.00577 -1.84401 4.05118
C -2.40564 -2.13052 5.29552
O -3.01060 -3.11312 5.62937
O -2.00639 -1.14473 6.09169
C -2.41221 -1.28452 7.46020
H -4.05043 -1.64206 2.33514
H -4.06276 -3.33972 1.81820
H -4.49214 -2.90937 3.47633
H -1.72206 -2.59509 2.21416
H -2.16393 -3.81174 3.40578
H -2.11293 -2.25223 7.85435
H -3.49038 -1.16672 7.54638
H -1.90931 -0.48971 8.00120
C -3.20041 3.06106 1.00281
C -2.36411 2.03809 1.73281
O -1.00890 2.49073 1.88570
C -0.83701 3.39777 2.86358
O -1.69446 3.79442 3.60279
O 0.43352 3.77456 2.85661
C 0.75527 4.78739 3.81870
H -2.73323 3.32722 0.05205
H -4.19845 2.66990 0.80629
H -3.29794 3.97030 1.59237
H -2.29737 1.11602 1.15436
H -2.78834 1.78693 2.70386
H 0.43942 4.48735 4.81441
H 0.28141 5.72887 3.54800
H 1.83492 4.89372 3.78681
```

Computed properties:
- orbital gap (eV) = 7.89
- HOMO energy (eV) = -12.55
- LUMO level (eV) = -4.655
- relative energy (zero: lowest compared OMol25 entry of this formula, charge and spin) (kJ/mol) = 0.0
- electronic energy (eV) = -85956.56032
- total charge = +1



Density functional theory data (ωB97M-V/def2-TZVPD) for a structure of composition C26H24ClIrN2O2Te.

```
57
C26H24ClIrN2O2Te (ωB97M-V/def2-TZVPD)
Ir -0.13515 0.93027 0.68479
Cl -4.18626 6.26342 3.48031
C -3.26744 4.83063 3.10685
C -3.42752 3.69242 3.88720
C -2.69713 2.56167 3.56843
C -1.80743 2.53747 2.49982
O -1.17612 1.36644 2.28417
C -1.62931 3.70353 1.71341
C -0.74853 3.82427 0.59765
N 0.09452 2.87181 0.16540
C 0.98023 3.08124 -0.85712
C 1.33031 4.30801 -1.42780
C 2.24326 4.35059 -2.48465
C 2.82477 3.21452 -3.00088
C 2.50724 1.95690 -2.43996
C 3.03496 0.73077 -2.88720
C 2.66054 -0.44984 -2.28657
C 1.76998 -0.42322 -1.22122
N 1.25853 0.72277 -0.76662
C 1.59480 1.90558 -1.36277
C -2.39478 4.84108 2.04741
H -4.11110 3.69556 4.72421
H -2.80443 1.65478 4.14937
H -0.77896 4.75588 0.04548
H 0.91312 5.22736 -1.04468
H 2.50044 5.31351 -2.90739
H 3.52059 3.26696 -3.82724
H 3.73440 0.72971 -3.71410
H 3.04751 -1.40003 -2.62588
H 1.44375 -1.32363 -0.71977
H -2.28044 5.74124 1.45719
C -2.95920 0.81531 -0.37665
O -1.79536 0.02626 -0.31734
H -3.42572 0.92408 0.60982
H -3.68537 0.34289 -1.04607
H -2.74455 1.82242 -0.75424
C 1.56080 -6.63090 -1.22841
C 1.01866 -5.38190 -0.58830
C -0.27413 -4.94428 -0.84869
C -0.80219 -3.81116 -0.24357
C -2.20086 -3.36956 -0.58139
C -0.00041 -3.09272 0.65459
Te -0.84083 -1.46525 1.70237
C 1.31561 -3.49587 0.91437
C 2.23227 -2.76272 1.86228
C 1.79943 -4.63909 0.28508
H 0.84959 -7.05107 -1.93800
H 1.77023 -7.38951 -0.47234
H 2.49358 -6.43148 -1.75794
H -0.88962 -5.49796 -1.54930
H -2.62259 -3.99245 -1.36880
H -2.20821 -2.32904 -0.90930
H -2.85640 -3.43649 0.29105
H 1.93250 -1.72514 2.01185
H 3.25398 -2.77065 1.48068
H 2.24556 -3.24269 2.84317
H 2.81892 -4.95273 0.48726
```

Computed properties:
- orbital gap (alpha / beta) (eV) = 5.08 / 6.08
- HOMO energy (alpha / beta) (eV) = -5.47 / -7.80
- LUMO level (alpha / beta) (eV) = -0.388 / -1.723
- relative energy (zero: lowest compared OMol25 entry of this formula, charge and spin) (kJ/mol) = 0.0
- multiplicity = 5
- electronic energy (eV) = -57079.18739
- total charge = 0
- <S²> = 6.0868